No. 1
{"formula": "C4H9O3", "method": "ωB97M-V/def2-TZVPD", "gap_ev": 6.448, "total_energy_ev": -10436.5052, "multiplicity": 1, "e_homo_ha": -0.0933, "total_charge": -1, "relative_energy_ev": 1.960, "species": ["C", "O", "C", "H", "H", "H", "H", "H", "O", "C", "O", "C", "H", "H", "H", "H"], "positions_angstrom": [[0.267, 0.659, 1.485], [-0.386, 0.146, 0.416], [-0.408, 0.279, 2.824], [0.318, 1.778, 1.474], [1.320, 0.278, 1.555], [-0.003, 0.811, 3.698], [-0.396, -0.804, 2.949], [-1.457, 0.593, 2.760], [-1.576, -0.439, -2.359], [-0.415, -0.705, -2.181], [-0.019, -1.973, -1.875], [0.718, 0.250, -2.331], [-0.810, -2.378, -1.493], [1.672, -0.229, -2.532], [0.724, 0.716, -1.336], [0.451, 1.018, -3.054]], "nbo_charge": [-0.02, -0.97, -0.64, 0.07, 0.07, 0.16, 0.18, 0.19, -0.62, 0.84, -0.71, -0.76, 0.49, 0.21, 0.32, 0.21]}

---

No. 2
{"formula": "C4H9O3", "method": "ωB97M-V/def2-TZVPD", "gap_ev": [10.655, 7.963], "total_energy_ev": -10432.5222, "multiplicity": 2, "e_homo_ha": [-0.3556, -0.3552], "relative_energy_ev": 1.752, "species": ["O", "C", "C", "O", "C", "H", "H", "H", "H", "H", "H", "H", "C", "O", "H", "H"], "positions_angstrom": [[-0.934, 1.966, -0.127], [-1.735, 0.886, 0.086], [-1.221, -0.424, -0.477], [-0.097, -0.824, 0.266], [0.489, -2.012, -0.205], [-2.712, 1.139, -0.385], [-1.972, 0.791, 1.166], [-0.962, -0.287, -1.543], [-2.010, -1.195, -0.407], [1.362, -2.223, 0.425], [-0.228, -2.848, -0.154], [0.829, -1.904, -1.249], [2.307, 1.738, 0.677], [2.869, 0.709, 0.955], [1.168, 1.782, 0.362], [2.848, 2.705, 0.611]], "nbo_charge": [-0.28, -0.16, -0.09, -0.54, -0.25, 0.23, 0.21, 0.17, 0.17, 0.21, 0.16, 0.17, 0.27, -0.51, 0.13, 0.10]}

---

No. 3
{"formula": "C4H9O3S4", "method": "ωB97M-V/def2-TZVPD", "gap_ev": 7.145, "total_energy_ev": -53777.0427, "multiplicity": 1, "e_homo_ha": -0.1496, "total_charge": -1, "species": ["C", "C", "C", "C", "O", "O", "O", "S", "S", "S", "S", "H", "H", "H", "H", "H", "H", "H", "H", "H"], "positions_angstrom": [[-0.621, -2.413, 0.656], [-0.025, 0.903, -2.662], [1.345, 1.249, 1.919], [0.811, -0.251, -0.337], [-2.184, -0.008, -0.692], [-1.422, 0.278, 1.670], [-1.082, 2.025, 0.037], [0.357, -1.941, -0.855], [1.397, 0.845, -1.541], [1.743, -0.363, 1.238], [-1.247, 0.593, 0.263], [0.040, -3.080, 1.199], [-1.254, -3.141, 0.059], [-0.848, -1.465, 1.154], [-0.910, 0.447, -2.161], [0.014, 0.045, -3.382], [-0.013, 1.812, -3.035], [1.786, 1.194, 2.964], [0.294, 1.334, 2.183], [1.819, 1.936, 1.325]], "nbo_charge": [-0.74, -0.76, -0.75, -0.74, -1.00, -1.00, -1.01, 0.16, 0.25, 0.21, 2.29, 0.20, 0.22, 0.28, 0.30, 0.20, 0.21, 0.20, 0.27, 0.21]}

---

No. 4
{"formula": "C4H9O6P", "method": "ωB97M-V/def2-TZVPD", "gap_ev": [3.290, 7.910], "total_energy_ev": -25864.7078, "multiplicity": 3, "e_homo_ha": [0.1184, -0.0570], "total_charge": -2, "species": ["C", "C", "C", "C", "O", "O", "O", "O", "O", "O", "P", "H", "H", "H", "H", "H", "H", "H", "H", "H"], "positions_angstrom": [[-0.152, -1.142, 1.281], [2.201, -0.026, -0.566], [0.955, 0.887, -0.707], [-0.690, -0.563, 0.062], [-2.207, 1.616, 0.512], [-3.432, -0.587, 0.893], [-2.893, 0.136, -1.490], [3.061, 0.477, 0.456], [1.075, 1.921, 0.120], [-0.610, -1.505, -1.069], [-2.467, 0.068, -0.019], [0.010, -0.311, 2.173], [0.860, -1.509, 1.130], [-0.860, -1.882, 1.756], [1.953, -1.034, -0.434], [2.894, 0.216, -1.560], [0.661, 0.948, -1.738], [2.504, 1.353, 0.733], [-1.463, 1.985, 0.107], [-1.402, -1.051, -1.641]], "nbo_charge": [-0.71, -0.13, 0.02, -0.02, -1.03, -1.18, -1.20, -0.83, -0.82, -0.80, 2.27, 0.21, 0.21, 0.20, 0.15, 0.07, 0.11, 0.49, 0.50, 0.51]}

---

No. 5
{"formula": "C4H9OP", "method": "ωB97M-V/def2-TZVPD", "gap_ev": 10.742, "total_energy_ev": -15626.7385, "smiles": "C=C[C@@H](P)OC", "multiplicity": 1, "e_homo_ha": -0.3566, "relative_energy_ev": 2.896, "species": ["C", "C", "C", "C", "O", "P", "H", "H", "H", "H", "H", "H", "H", "H", "H"], "positions_angstrom": [[0.398, -0.367, 2.045], [-0.396, -0.583, 0.985], [-0.644, 1.778, -0.792], [0.127, -0.338, -0.390], [-0.749, 0.478, -1.194], [-0.108, -2.015, -1.262], [0.229, -0.704, 3.008], [1.318, 0.323, 2.122], [-1.286, -1.068, 1.013], [-0.903, 2.585, -1.558], [0.413, 2.138, -0.364], [-1.446, 1.968, 0.137], [1.280, 0.089, -0.281], [1.181, -2.605, -0.986], [0.588, -1.679, -2.482]], "nbo_charge": [-0.36, -0.24, -0.26, -0.17, -0.56, 0.29, 0.19, 0.20, 0.21, 0.20, 0.17, 0.16, 0.20, -0.02, -0.01]}

---

No. 6
{"formula": "C4H9OP", "method": "ωB97M-V/def2-TZVPD", "gap_ev": 9.116, "total_energy_ev": -15626.5702, "smiles": "C/C=C/[PH2]1CO1", "multiplicity": 1, "e_homo_ha": -0.3014, "relative_energy_ev": 3.064, "species": ["C", "C", "C", "C", "O", "P", "H", "H", "H", "H", "H", "H", "H", "H", "H"], "positions_angstrom": [[-0.064, 0.316, -0.235], [-1.314, -0.128, -0.231], [2.336, -0.098, 1.155], [-2.512, 0.770, -0.342], [1.824, -1.486, 0.922], [1.370, -0.734, -0.331], [0.014, 1.388, -0.340], [3.444, -0.188, 1.096], [-1.669, -1.086, -0.204], [1.990, 0.491, 2.003], [-3.423, 0.215, -0.766], [-2.131, 1.529, -1.013], [-2.853, 1.302, 0.508], [2.345, -0.496, -1.312], [0.641, -1.798, -0.910]], "nbo_charge": [-0.59, -0.09, -0.50, -0.66, -0.81, 1.41, 0.22, 0.18, 0.20, 0.19, 0.22, 0.22, 0.23, -0.05, -0.17]}

---

No. 7
{"formula": "C4H9OS", "method": "ωB97M-V/def2-TZVPD", "gap_ev": 9.523, "total_energy_ev": -17165.3600, "multiplicity": 1, "e_homo_ha": -0.5374, "total_charge": 1, "relative_energy_ev": 2.481, "species": ["C", "C", "C", "C", "O", "S", "H", "H", "H", "H", "H", "H", "H", "H", "H"], "positions_angstrom": [[2.550, 0.008, 0.013], [1.097, -0.707, 0.196], [-1.142, 0.017, 1.414], [-1.261, 0.036, -1.498], [0.210, 1.684, -0.161], [-0.238, 0.339, -0.069], [3.337, -0.665, 0.418], [2.676, 1.026, -0.353], [1.086, -1.784, 0.541], [-1.184, 1.035, 1.898], [-0.494, -0.666, 1.997], [-2.193, -0.458, 1.143], [-1.939, 0.874, -1.479], [-1.836, -0.890, -1.568], [-0.669, 0.151, -2.493]], "nbo_charge": [-0.12, -0.65, -0.87, -0.87, -0.88, 1.86, 0.24, 0.25, 0.29, 0.31, 0.28, 0.29, 0.28, 0.28, 0.31]}

---

No. 8
{"formula": "C4H9P", "method": "ωB97M-V/def2-TZVPD", "gap_ev": 9.796, "total_energy_ev": -13580.6143, "smiles": "C[C@@H]1CP1C", "multiplicity": 1, "e_homo_ha": -0.3136, "relative_energy_ev": 0.685, "species": ["C", "C", "C", "C", "P", "H", "H", "H", "H", "H", "H", "H", "H", "H"], "positions_angstrom": [[0.074, -0.071, -1.236], [0.739, -0.165, 0.104], [1.974, 0.640, 0.486], [-2.188, -0.439, 0.368], [-0.925, 0.956, 0.003], [0.507, 0.684, -1.814], [-0.296, -0.836, -1.837], [0.547, -0.991, 0.641], [1.974, 1.561, 0.064], [2.920, -0.084, 0.500], [1.838, 0.763, 1.524], [-1.978, -1.009, 1.295], [-1.964, -1.087, -0.489], [-3.223, 0.077, 0.391]], "nbo_charge": [-0.64, -0.32, -0.61, -0.92, 0.54, 0.21, 0.22, 0.20, 0.21, 0.21, 0.21, 0.22, 0.22, 0.23]}

---

F_max, respectively: 0.0131, 0.0386, 0.1356, 0.0995, 0.1034, 0.0624, 0.1573, 0.1098 Eh/bohr.